3 unconnected molecules or ions with the total composition C3H6BrNO2 in a non-equilibrium geometry, computed with the ωB97M-V functional and the def2-TZVPD basis.

Element x y z (Å)
C (2.331, 0.072, -0.537)
C (2.109, 1.153, -1.261)
Br (1.704, 1.077, -3.133)
H (2.555, -0.918, -0.765)
H (2.428, 0.411, 0.457)
H (2.084, 2.220, -0.941)
N (0.325, -0.277, 3.372)
C (0.229, 0.339, 2.414)
O (0.184, 1.040, 1.309)
H (-0.423, 0.845, 0.559)
O (-1.624, 0.077, -0.541)
H (-1.129, 0.170, -1.423)
H (-2.506, -0.436, -0.618)

## Properties
**Multiplicity**: 1
**Structure (SMILES)**: C=CBr.N#CO.O

***

A gas-phase ion, C3H6Cl2N (charge +1) in a non-equilibrium geometry, computed with the ωB97M-V functional and the def2-TZVPD basis.

Element x y z (Å)
C (0.275, 0.832, -1.270)
N (0.110, 0.163, -0.187)
C (1.126, -0.354, 0.573)
C (-1.223, -0.208, 0.436)
Cl (-2.396, 1.200, 0.246)
Cl (-1.733, -1.751, -0.412)
H (-0.568, 1.299, -1.897)
H (1.258, 1.121, -1.529)
H (0.786, -1.419, 0.971)
H (1.481, 0.065, 1.490)
H (2.069, -0.458, 0.091)
H (-1.185, -0.489, 1.487)

## Properties
**Multiplicity**: 1
**Structure (SMILES)**: C=[N+](C)C(Cl)Cl
**Charge**: +1

***

E_tot readings, ordered: -78833.6160, -29734.3392 eV
Energy relative to the best compared isomer or geometry (same formula, charge and spin) readings, ordered: 201.01, 127.39 kJ/mol